C5H9Cl3Si as an isolated structure at a distorted geometry, computed with ωB97M-V/def2-TZVPD.

The geometry in XYZ format:
```
18
Properties=species:S:1:pos:R:3:mulliken_charge:R:1
C -1.134 0.129 0.772 -0.372
C 0.083 0.976 0.468 -0.456
C -0.240 -1.128 0.675 -0.389
C 0.778 -0.120 0.220 0.272
C 2.246 -0.041 -0.513 -1.139
Si -2.742 1.209 -3.646 0.764
Cl -4.651 0.684 -3.388 -0.208
Cl -2.607 3.150 -3.936 -0.199
Cl -2.150 0.292 -5.336 -0.208
H -1.512 0.145 1.767 0.331
H -1.867 0.129 -0.006 0.085
H -1.952 0.916 -2.360 -0.152
H 0.217 2.116 0.464 0.296
H -0.115 -1.528 1.728 0.181
H -0.464 -1.898 -0.053 0.256
H 2.162 -0.732 -1.338 0.290
H 3.012 -0.509 0.086 0.307
H 2.372 0.954 -0.737 0.341
```

Calculated values
Lowest unoccupied orbital energy: 0.63 eV
E_HOMO: -9.155 eV
Largest force on an atom: 5.4 eV/A
HOMO-LUMO gap: 9.78 eV